(1)
Density functional theory data (ωB97M-V/def2-TZVPD) for C25H17AsBrN2O2PdS2 as an isolated structure.

Values from the calculation:
Total charge: -1
LUMO energy: 2.324 eV
HOMO energy: -0.1536 Eh
HOMO-LUMO gap: 0.23904 Eh
Molecular weight: 702.80 g mol⁻¹
Max |F|: 0.009 Eh/bohr

Cartesian coordinates (Å):
Pd: -1.41 1.30 -0.93
S: -2.92 1.30 0.74
C: -2.25 0.71 2.23
C: -3.03 0.75 3.39
C: -2.52 0.30 4.60
C: -1.23 -0.22 4.68
C: -0.45 -0.29 3.53
C: -0.96 0.17 2.33
As: -0.06 0.05 0.64
C: 1.81 -0.12 1.16
C: 2.49 0.99 1.67
C: 3.81 0.87 2.07
C: 4.46 -0.35 1.99
C: 3.79 -1.46 1.50
C: 2.47 -1.34 1.09
C: -0.46 -1.76 0.06
C: -0.05 -2.15 -1.22
C: -0.37 -3.40 -1.71
C: -1.12 -4.28 -0.93
C: -1.54 -3.89 0.33
C: -1.21 -2.64 0.83
H: -4.03 1.16 3.35
H: -3.13 0.36 5.49
H: -0.83 -0.56 5.63
H: 0.55 -0.69 3.57
H: 1.99 1.96 1.73
H: 4.32 1.74 2.46
H: 5.50 -0.44 2.30
H: 4.29 -2.42 1.43
H: 1.95 -2.22 0.71
H: 0.52 -1.45 -1.83
H: -0.04 -3.69 -2.70
H: -1.38 -5.25 -1.31
H: -2.14 -4.56 0.94
H: -1.55 -2.34 1.81
Br: 2.14 1.60 -1.71
C: 0.87 1.70 -3.09
C: 1.31 2.03 -4.36
C: 0.39 2.07 -5.39
C: -0.94 1.78 -5.11
C: -1.29 1.49 -3.81
N: -0.40 1.45 -2.80
C: -2.77 1.25 -3.47
O: -3.54 1.09 -4.40
O: -3.05 1.28 -2.22
H: 2.35 2.25 -4.52
H: 0.70 2.33 -6.40
H: -1.72 1.78 -5.86
S: -0.62 4.08 -0.72
C: 0.30 3.90 0.64
N: 0.95 3.78 1.60

***

(2)
Density functional theory data (ωB97M-V/def2-TZVPD) for C25H17BeN8O4Se2 as an isolated structure.

Values from the calculation:
Total charge: +1
LUMO energy: -3.711 eV
HOMO energy: -0.4137 Eh
HOMO-LUMO gap: 0.27733 Eh
Molecular weight: 660.39 g mol⁻¹
Max |F|: 0.009 Eh/bohr

Cartesian coordinates (Å):
Be: 0.73 0.16 -0.85
O: -2.33 -3.04 2.95
C: -1.73 -2.19 3.77
O: -2.02 -2.10 4.94
C: -0.67 -1.30 3.21
C: 0.05 -0.45 4.02
N: 0.89 0.22 3.23
N: 0.79 -0.12 1.94
C: -0.16 -1.05 1.91
C: -0.57 -1.62 0.60
O: -1.40 -2.53 0.58
O: -0.08 -1.11 -0.48
H: -1.96 -2.96 2.03
H: 0.00 -0.31 5.09
H: 1.56 0.93 3.50
Se: 6.10 0.86 -5.77
N: 4.34 0.61 -5.92
C: 3.86 0.54 -4.71
C: 2.45 0.34 -4.41
C: 1.44 0.17 -5.35
C: 0.14 -0.02 -4.92
C: -0.13 -0.03 -3.55
N: 0.82 0.14 -2.65
C: 2.08 0.31 -3.07
C: 3.04 0.44 -1.99
N: 2.51 0.35 -0.75
C: 3.34 0.43 0.28
C: 4.71 0.60 0.13
C: 5.25 0.70 -1.14
C: 4.40 0.61 -2.24
C: 4.82 0.68 -3.63
N: 6.06 0.86 -3.99
H: 1.68 0.19 -6.41
H: -0.67 -0.17 -5.62
H: -1.13 -0.18 -3.17
H: 2.88 0.34 1.25
H: 5.34 0.65 1.01
H: 6.31 0.83 -1.29
C: -3.11 -0.02 -0.91
N: -2.74 0.52 0.39
C: -1.77 1.41 0.64
Se: -0.51 2.11 -0.55
N: -1.85 1.74 1.94
C: -2.89 1.06 2.56
C: -3.35 1.03 3.86
C: -4.40 0.16 4.13
C: -4.96 -0.64 3.13
C: -4.50 -0.61 1.83
C: -3.45 0.27 1.56
H: -2.60 0.56 -1.67
H: -4.18 0.09 -1.04
H: -2.82 -1.07 -0.98
H: -1.25 2.44 2.35
H: -2.92 1.65 4.64
H: -4.78 0.09 5.14
H: -5.75 -1.33 3.39
H: -4.92 -1.25 1.06

***

(3)
Density functional theory data (ωB97M-V/def2-TZVPD) for C25H17Br2FFeN3O2 as an isolated structure.

Values from the calculation:
LUMO energy (alpha / beta): -0.587 / -0.324 eV
2S+1: 2
HOMO energy (alpha / beta): -0.2898 / -0.2898 Eh
HOMO-LUMO gap (alpha / beta): 0.26822 / 0.27786 Eh
Molecular weight: 626.08 g mol⁻¹
Max |F|: 0.033 Eh/bohr
<S²>: 1.119

Cartesian coordinates (Å):
Fe: -0.65 0.99 0.07
O: -2.00 -0.08 0.72
C: -2.60 -1.19 0.34
C: -3.20 -2.00 1.32
C: -3.81 -3.18 0.99
C: -3.85 -3.61 -0.34
C: -3.29 -2.82 -1.32
C: -2.67 -1.60 -1.00
C: -2.07 -0.76 -2.02
N: -1.45 0.39 -1.82
C: -1.02 0.84 -3.06
C: -1.41 -0.04 -4.01
N: -2.07 -1.05 -3.35
H: -3.16 -1.65 2.35
H: -4.26 -3.79 1.76
H: -4.32 -4.55 -0.61
H: -3.32 -3.16 -2.34
H: -0.49 1.76 -3.16
H: -1.28 -0.05 -5.08
H: -2.49 -1.86 -3.77
C: 0.29 -2.14 1.15
C: 1.34 -1.35 0.43
C: 2.63 -1.90 0.28
C: 3.61 -1.22 -0.37
C: 3.34 0.06 -0.90
C: 4.26 0.90 -1.56
Br: 6.04 0.32 -1.87
C: 3.89 2.15 -1.98
C: 2.57 2.60 -1.78
Br: 2.10 4.34 -2.35
C: 1.62 1.82 -1.17
O: 0.38 2.17 -0.97
C: 2.03 0.54 -0.72
N: 1.06 -0.16 -0.07
H: 0.74 -2.95 1.72
H: -0.41 -2.57 0.44
H: -0.28 -1.50 1.82
H: 2.83 -2.88 0.69
H: 4.60 -1.63 -0.48
H: 4.60 2.79 -2.47
F: 1.07 3.45 5.25
C: 0.59 2.96 4.09
C: 0.73 3.70 2.94
C: 0.25 3.18 1.74
C: -0.38 1.94 1.72
C: -0.51 1.21 2.90
C: -0.03 1.72 4.10
H: 1.22 4.67 2.99
H: 0.36 3.76 0.83
H: -1.03 0.27 2.90
H: -0.12 1.18 5.03

***

(4)
Density functional theory data (ωB97M-V/def2-TZVPD) for C25H17Co2NO10 as an isolated structure.

Values from the calculation:
Total charge: -4
LUMO energy: 8.145 eV
HOMO energy: 0.2350 Eh
HOMO-LUMO gap: 0.06428 Eh
Molecular weight: 609.27 g mol⁻¹
Max |F|: 0.093 Eh/bohr

Cartesian coordinates (Å):
O: 1.77 -6.44 -2.79
C: 1.83 -5.38 -2.37
Co: 1.95 -3.69 -1.69
C: 2.67 -3.70 -0.05
O: 3.11 -3.65 0.99
C: 3.04 -2.66 -2.73
O: 3.71 -1.97 -3.34
C: -0.02 -3.42 -1.24
C: 0.59 -2.14 -1.56
C: 1.16 -1.32 -0.47
C: 1.67 -0.05 -0.69
C: 2.61 0.53 0.21
C: 3.21 1.72 -0.11
C: 2.89 2.38 -1.28
C: 1.96 1.85 -2.16
C: 1.36 0.66 -1.88
Co: -0.81 -2.71 -2.98
C: -1.04 -4.35 -3.77
O: -1.18 -5.36 -4.27
C: 0.05 -1.62 -4.16
O: 0.59 -0.90 -4.86
C: -2.28 -1.87 -2.37
O: -3.19 -1.32 -1.97
H: -0.66 -3.37 -0.35
H: 1.36 -1.82 0.47
H: 2.93 -0.02 1.07
H: 4.00 2.11 0.53
H: 3.39 3.30 -1.53
H: 1.75 2.34 -3.10
H: 0.70 0.21 -2.59
C: 0.97 -1.20 5.43
C: 0.46 0.01 4.69
O: -0.36 -0.34 3.59
C: -0.62 0.78 2.83
C: -1.69 0.67 1.88
C: -2.23 1.75 1.18
C: -1.64 3.03 1.22
C: -2.19 4.08 0.54
C: -3.36 3.92 -0.18
N: -3.89 5.04 -0.94
O: -4.88 4.85 -1.66
O: -3.31 6.13 -0.85
C: -3.98 2.67 -0.22
C: -3.42 1.60 0.43
O: 0.00 1.82 2.97
H: 1.40 -0.94 6.40
H: 0.15 -1.90 5.60
H: 1.72 -1.73 4.84
H: -0.15 0.66 5.34
H: 1.28 0.64 4.31
H: -2.16 -0.29 1.76
H: -0.73 3.16 1.77
H: -1.71 5.05 0.53
H: -4.89 2.57 -0.78
H: -3.89 0.63 0.36

***

(5)
Density functional theory data (ωB97M-V/def2-TZVPD) for C25H18AuBrN2O3SSe as an isolated structure.

Values from the calculation:
Total charge: -2
LUMO energy (alpha / beta): 4.156 / 4.156 eV
HOMO energy (alpha / beta): -0.0296 / -0.0297 Eh
HOMO-LUMO gap (alpha / beta): 0.18234 / 0.18237 Eh
Molecular weight: 782.33 g mol⁻¹
Max |F|: 0.038 Eh/bohr

Cartesian coordinates (Å):
Au: -0.79 1.43 0.44
O: -1.94 2.84 1.62
N: -1.32 3.44 2.59
C: -1.65 4.72 2.85
C: -1.09 5.42 3.89
C: -0.14 4.79 4.70
C: 0.23 3.49 4.39
C: -0.34 2.81 3.32
S: 0.14 1.23 2.90
H: -2.39 5.12 2.19
H: -1.40 6.44 4.07
H: 0.31 5.31 5.53
H: 0.97 2.96 4.97
Br: -0.90 -0.72 -6.44
C: -1.57 -0.63 -4.65
C: -2.27 -1.71 -4.16
C: -2.78 -1.63 -2.88
C: -2.60 -0.49 -2.11
C: -1.90 0.58 -2.64
C: -1.38 0.52 -3.92
C: -3.27 -0.44 -0.73
O: -4.28 -1.14 -0.61
O: -2.79 0.30 0.17
H: -2.42 -2.59 -4.78
H: -3.36 -2.45 -2.46
H: -1.78 1.48 -2.05
H: -0.83 1.36 -4.33
N: 0.02 0.06 -0.70
C: 0.83 -0.84 -0.37
C: 1.59 -1.56 -1.41
C: 1.89 -0.93 -2.62
C: 2.57 -1.60 -3.61
C: 2.95 -2.93 -3.42
C: 2.63 -3.57 -2.23
C: 1.96 -2.89 -1.23
C: 1.06 -1.30 1.02
C: -0.01 -1.76 1.78
C: 0.19 -2.16 3.09
C: 1.45 -2.07 3.65
C: 2.51 -1.57 2.91
C: 2.33 -1.23 1.59
H: 1.58 0.10 -2.75
H: 2.82 -1.10 -4.54
H: 3.49 -3.46 -4.19
H: 2.92 -4.60 -2.07
H: 1.71 -3.39 -0.30
H: -1.00 -1.79 1.34
H: -0.63 -2.54 3.68
H: 1.61 -2.36 4.69
H: 3.48 -1.46 3.37
H: 3.15 -0.86 0.98
Se: 0.45 3.38 -0.53